Molecular formula: C58H73Ge2N4O2S5Y
Method: DFT, ωB97M-V/def2-TZVPD

Summary:
* electronic energy: -239650.9251 eV
* max |F|: 1.494 eV/Å
* LUMO level: 0.3 eV
* gap between HOMO and LUMO: 8.17 eV
* 2S+1: 1
* highest occupied orbital energy: -7.91 eV

Element x y z (Å)
Y -2.134 -0.891 0.094
C 0.051 -2.381 -6.271
C 0.852 -2.141 -5.014
C 0.834 -3.056 -3.972
C 1.635 -2.892 -2.842
C 1.641 -3.945 -1.758
C 2.434 -1.753 -2.736
C 2.460 -0.807 -3.771
C 3.307 0.439 -3.655
C 1.673 -1.020 -4.895
C 3.371 -1.632 -1.577
C 4.663 -2.110 -1.813
C 5.614 -2.147 -0.812
C 5.279 -1.713 0.458
C 4.002 -1.228 0.730
C 3.030 -1.154 -0.297
Ge 1.206 -0.532 0.239
S 0.079 -2.112 1.199
S -0.028 0.321 -1.526
Ge -0.510 2.081 -0.107
S -2.510 1.734 0.631
S 1.097 1.429 1.362
C -0.285 3.935 -0.773
C 0.418 4.908 -0.045
C 0.342 6.247 -0.440
C -0.413 6.637 -1.532
C -1.100 5.678 -2.259
C -1.051 4.335 -1.893
C -1.758 3.365 -2.792
C -1.020 2.726 -3.799
C 0.456 2.979 -4.008
C -1.674 1.857 -4.667
C -3.041 1.632 -4.583
C -3.720 0.688 -5.546
C -3.763 2.320 -3.619
C -3.152 3.196 -2.730
C -3.998 3.952 -1.735
C 1.255 4.658 1.175
C 0.667 4.572 2.437
C -0.835 4.581 2.620
C 1.488 4.500 3.565
C 2.868 4.545 3.466
C 3.749 4.506 4.692
C 3.434 4.625 2.194
C 2.655 4.656 1.048
C 3.308 4.638 -0.314
C 3.722 -0.761 2.128
C 3.970 0.571 2.470
C 4.577 1.540 1.488
C 3.670 1.006 3.760
C 3.158 0.143 4.716
C 2.775 0.649 6.087
C 2.992 -1.199 4.379
C 3.280 -1.672 3.104
C 3.169 -3.144 2.790
H -0.753 -3.097 -6.097
H 0.692 -2.784 -7.060
H -0.385 -1.456 -6.652
H 0.207 -3.942 -4.047
H 1.340 -4.915 -2.162
H 0.924 -3.684 -0.979
H 2.624 -4.038 -1.293
H 3.032 1.005 -2.757
H 3.170 1.084 -4.523
H 4.368 0.198 -3.566
H 1.698 -0.292 -5.704
H 4.899 -2.483 -2.804
H 6.608 -2.529 -1.017
H 6.007 -1.736 1.262
H 0.883 6.985 0.145
H -0.468 7.683 -1.814
H -1.685 5.958 -3.131
H 0.838 3.778 -3.377
H 0.648 3.249 -5.051
H 1.020 2.075 -3.791
H -1.094 1.351 -5.436
H -3.573 1.016 -6.577
H -4.793 0.632 -5.354
H -3.305 -0.322 -5.460
H -4.838 2.168 -3.549
H -5.048 3.926 -2.029
H -3.686 4.993 -1.651
H -3.906 3.505 -0.743
H -1.367 4.276 1.721
H -1.181 5.585 2.882
H -1.124 3.906 3.428
H 1.023 4.410 4.547
H 3.185 4.208 5.578
H 4.185 5.490 4.885
H 4.577 3.803 4.556
H 4.519 4.630 2.096
H 4.391 4.551 -0.220
H 3.082 5.539 -0.888
H 2.942 3.786 -0.898
H 4.601 1.141 0.475
H 5.605 1.778 1.781
H 4.006 2.464 1.478
H 3.821 2.058 4.009
H 3.409 1.486 6.389
H 2.858 -0.139 6.838
H 1.739 1.002 6.085
H 2.632 -1.898 5.132
H 2.738 -3.685 3.636
H 4.154 -3.569 2.572
H 2.536 -3.315 1.918
N -2.472 -0.816 2.720
C -3.809 -1.162 3.251
C -4.850 -0.115 2.837
C -6.094 -0.701 2.163
C -6.040 -0.575 0.647
N -4.832 -1.208 0.070
H -1.784 -1.480 3.046
H -2.186 0.088 3.073
H -3.795 -1.260 4.338
H -4.064 -2.138 2.840
H -4.373 0.570 2.137
H -5.139 0.480 3.703
H -6.996 -0.192 2.507
H -6.210 -1.759 2.431
H -6.021 0.483 0.375
H -6.946 -1.008 0.224
H -4.862 -1.106 -0.938
H -4.838 -2.202 0.269
O -3.199 -0.548 -2.205
S -2.479 -1.760 -2.727
N -1.847 -2.523 -1.639
O -3.012 -3.187 0.893
C -2.683 -4.383 0.776
C -3.582 -5.488 1.273
C -2.943 -6.271 2.437
C -1.984 -7.376 1.984
C -0.724 -6.858 1.292
C -1.010 -6.068 0.019
N -1.506 -4.716 0.257
H -3.812 -6.170 0.446
H -4.509 -5.018 1.587
H -3.738 -6.713 3.039
H -2.406 -5.568 3.086
H -2.518 -8.044 1.299
H -1.697 -7.974 2.851
H -0.088 -7.707 1.031
H -0.154 -6.221 1.976
H -1.715 -6.618 -0.607
H -0.092 -5.955 -0.554
H -0.936 -3.928 -0.034

Results of the Mulliken charge analysis, in e, for atoms 1 through 8: -0.01, -1.79, 0.58, -0.91, 1.15, -1.61, 0.96, 1.08